This record from OMol25 describes a molecular structure, C47H33BrCuF4N4O9P2S. The level of theory is ωB97M-V with the def2-TZVPD basis set.

The relative energy (zero: lowest compared OMol25 entry of this formula, charge and spin) comes out at 0.000 eV. As for the spin multiplicity: 2. The HOMO energy (spin up / spin down) is -8.4965 / -8.6380 eV. As for the total energy: -8401.70960 Eh. The calculation puts the strongest force on any atom at 1.83 eV Å⁻¹. The calculation puts the LUMO energy (spin up / spin down) at -0.68 / -1.90 eV.

Geometry as XYZ:
```
102
Properties=species:S:1:pos:R:3:forces:R:3:lowdin_spin:R:1
Cu 15.254 11.682 13.264 -1.02 -0.05 -0.16 0.641
O 17.941 12.169 11.609 0.25 -0.49 0.62 -0.001
S 18.213 11.314 12.746 0.94 0.32 -0.07 0.004
O 19.419 11.588 13.481 -0.17 -0.16 -0.12 0.015
O 17.044 11.239 13.704 0.94 0.54 0.15 0.095
C 18.320 9.623 12.194 0.18 0.08 0.15 0.000
C 19.566 9.119 11.832 0.22 0.55 0.02 0.000
C 19.704 7.765 11.576 0.65 0.03 -0.17 0.000
C 18.615 6.924 11.721 -0.21 -0.51 -0.03 0.000
C 17.376 7.434 12.072 -0.30 -0.19 0.04 0.002
C 17.206 8.803 12.283 0.30 0.09 -0.10 0.007
P 15.567 9.462 12.720 -0.88 -0.92 -0.27 0.067
C 14.453 8.618 11.554 -0.22 0.08 0.06 0.018
C 14.213 7.246 11.508 0.00 -0.29 0.11 0.004
C 13.406 6.717 10.506 0.14 -0.60 0.27 0.001
C 12.817 7.540 9.566 -0.31 -0.04 -0.43 0.000
C 13.006 8.912 9.637 -0.24 0.35 -0.39 0.000
C 13.815 9.441 10.627 0.06 0.37 0.11 0.001
C 15.322 8.630 14.310 -0.25 -0.15 0.19 0.002
C 14.142 7.940 14.597 0.04 0.06 0.02 0.004
C 13.988 7.321 15.831 -0.55 -0.24 -0.04 0.000
C 14.988 7.407 16.786 -0.08 -0.21 0.41 0.004
C 16.142 8.128 16.517 0.36 0.07 0.22 -0.001
C 16.320 8.731 15.282 0.17 0.11 -0.06 0.004
H 20.414 9.817 11.791 -0.37 -0.47 0.02 0.000
H 20.683 7.357 11.293 -0.47 0.21 0.13 0.000
H 18.729 5.846 11.566 -0.05 0.42 0.05 0.000
H 16.534 6.750 12.211 0.47 0.30 -0.15 0.000
H 14.631 6.571 12.264 -0.24 0.32 -0.39 0.000
H 13.247 5.636 10.466 0.02 0.38 0.02 0.000
H 12.197 7.105 8.772 0.25 0.22 0.36 0.000
H 12.519 9.572 8.906 0.25 -0.29 0.37 0.000
H 13.969 10.525 10.705 -0.13 -0.48 -0.13 0.000
H 13.342 7.871 13.859 0.27 -0.03 0.21 0.000
H 13.067 6.760 16.036 0.43 0.26 -0.05 0.000
H 14.865 6.900 17.748 0.05 0.23 -0.33 0.000
H 16.920 8.225 17.280 -0.25 -0.08 -0.28 0.000
H 17.227 9.302 15.067 -0.32 -0.26 0.14 0.000
F 6.887 12.056 12.906 0.44 0.06 0.02 0.000
C 8.210 12.264 12.922 -0.23 -0.08 0.01 0.000
C 8.713 13.554 12.830 -0.03 0.40 -0.03 0.001
F 7.870 14.595 12.735 0.32 -0.44 0.04 0.000
C 10.086 13.756 12.846 0.20 0.18 0.03 0.003
F 10.543 15.020 12.795 -0.44 -0.31 0.00 0.000
C 10.998 12.709 12.935 -0.19 -0.29 -0.05 0.015
P 12.868 12.996 12.887 -1.12 0.19 -0.07 0.065
C 12.832 14.053 14.368 0.12 0.08 0.29 0.004
C 12.175 13.497 15.469 -0.31 -0.41 -0.22 0.003
C 12.149 14.154 16.684 -0.30 -0.27 0.67 0.000
C 12.780 15.382 16.824 0.05 0.22 0.32 0.004
C 13.450 15.929 15.741 0.29 0.47 -0.03 0.000
C 13.498 15.265 14.522 0.36 0.19 -0.54 0.004
C 12.762 13.952 11.330 0.28 -0.08 -0.07 0.008
C 12.916 15.328 11.185 -0.13 0.16 0.44 0.004
C 13.025 15.880 9.919 0.06 0.53 -0.10 0.000
C 12.966 15.079 8.787 0.02 0.02 -0.44 0.003
C 12.756 13.712 8.925 -0.03 -0.16 -0.50 0.000
C 12.661 13.157 10.189 -0.12 -0.56 0.04 0.003
C 10.459 11.432 13.045 -0.07 0.14 -0.01 0.001
Br 11.628 9.973 13.266 -0.23 -0.41 0.09 0.001
C 9.090 11.201 13.041 0.12 -0.26 0.03 0.000
F 8.608 9.954 13.162 0.00 0.37 -0.06 0.000
H 11.680 12.516 15.366 0.26 0.58 0.15 0.000
H 11.634 13.702 17.547 0.27 0.22 -0.52 0.000
H 12.757 15.908 17.785 -0.01 -0.19 -0.38 0.000
H 13.962 16.893 15.838 -0.20 -0.38 -0.01 0.000
H 14.102 15.677 13.693 -0.39 -0.27 0.70 0.000
H 12.947 15.982 12.066 0.04 -0.37 -0.53 0.000
H 13.172 16.960 9.817 -0.07 -0.42 0.03 0.000
H 13.080 15.520 7.790 -0.08 -0.17 0.45 0.000
H 12.678 13.069 8.038 0.05 0.31 0.39 0.000
H 12.499 12.068 10.293 0.11 0.61 -0.04 0.000
O 15.742 15.594 12.264 0.04 -0.80 -0.46 0.001
C 15.604 14.423 11.922 0.06 0.81 0.71 0.000
O 15.003 13.532 12.670 1.30 0.58 -0.20 0.010
C 16.077 13.959 10.579 -0.06 0.07 -0.30 0.000
C 16.014 12.615 10.231 -0.48 -0.18 0.02 0.000
C 16.519 12.200 9.009 -0.19 0.86 0.33 0.000
C 17.042 13.099 8.092 0.17 -0.21 -0.52 0.000
C 17.072 14.435 8.456 -0.34 -0.56 0.72 0.000
C 16.621 14.881 9.694 0.01 0.31 0.22 0.000
N 17.633 15.392 7.539 0.75 1.25 -1.11 0.000
O 18.012 14.984 6.441 -0.34 0.39 0.94 0.000
O 17.708 16.566 7.907 -0.09 -1.14 -0.43 0.000
N 16.545 10.789 8.733 0.08 -1.48 -0.30 0.000
O 16.342 10.015 9.677 0.31 0.73 -1.02 0.001
O 16.778 10.424 7.585 -0.18 0.26 0.90 0.000
H 15.566 11.874 10.914 0.41 0.63 -0.65 0.000
H 17.431 12.774 7.119 -0.22 0.15 0.58 0.000
H 16.708 15.940 9.983 -0.12 -0.72 -0.19 0.000
C 16.042 13.322 18.412 0.63 0.50 0.76 0.000
N 15.430 12.571 17.351 -0.32 -0.41 -0.84 0.000
C 14.543 11.524 17.482 -0.30 -0.27 0.41 0.000
C 14.201 11.145 16.216 -0.06 -0.07 0.26 0.000
N 14.868 11.934 15.315 0.13 -0.03 0.23 0.002
C 15.594 12.776 16.021 0.16 0.22 0.14 -0.001
H 15.804 12.844 19.383 0.12 0.31 -0.63 0.000
H 15.670 14.364 18.417 0.16 -0.54 0.03 0.000
H 17.147 13.332 18.289 -0.72 0.01 0.09 0.000
H 14.234 11.142 18.462 0.21 0.30 -0.64 0.000
H 13.515 10.368 15.894 0.22 0.17 0.13 0.000
H 16.261 13.535 15.606 -0.31 -0.30 0.19 0.000
```
Forces are in eV/Å.


This record from OMol25 describes a molecular structure, C47H33MoN5O2P2S6Se2. The level of theory is ωB97M-V with the def2-TZVPD basis set.

The relative energy (zero: lowest compared OMol25 entry of this formula, charge and spin) comes out at 0.598 eV. As for the spin multiplicity: 3. The HOMO energy (spin up / spin down) is -8.0270 / -8.2699 eV. As for the total energy: -10177.92190 Eh. The calculation puts the strongest force on any atom at 0.91 eV Å⁻¹. The calculation puts the LUMO energy (spin up / spin down) at -1.59 / -2.71 eV.

Geometry as XYZ:
```
98
Properties=species:S:1:pos:R:3:forces:R:3:lowdin_spin:R:1
Mo 0.019 0.199 -0.124 0.05 0.01 -0.60 0.532
S -1.003 4.653 -1.175 -0.09 0.26 -0.13 0.063
C -0.701 3.106 -0.833 0.04 -0.01 -0.07 0.007
S 0.019 2.540 0.626 0.35 -0.42 0.11 0.057
S -0.964 1.714 -1.826 0.04 -0.15 0.15 0.056
Se 2.724 -2.178 6.093 0.06 0.10 -0.08 0.000
P 3.665 -0.924 4.688 -0.13 0.03 -0.09 0.000
C 5.125 -1.673 3.910 0.17 -0.31 0.11 0.000
C 6.356 -1.057 3.714 -0.01 0.08 -0.32 0.000
C 7.414 -1.762 3.147 -0.10 0.03 0.03 0.000
C 7.248 -3.085 2.769 0.03 -0.05 0.07 0.000
C 6.012 -3.701 2.938 -0.02 0.01 0.05 0.000
C 4.959 -3.002 3.505 0.15 0.00 0.14 0.000
C 4.013 0.713 5.375 0.03 0.11 0.11 0.000
C 2.923 1.580 5.479 0.09 0.07 -0.05 0.000
C 3.067 2.815 6.087 0.01 -0.01 0.02 0.000
C 4.297 3.196 6.613 -0.06 0.01 -0.03 0.000
C 5.373 2.329 6.540 0.01 -0.07 -0.04 0.000
C 5.232 1.087 5.930 -0.06 0.02 0.16 0.000
C 2.682 -0.499 3.232 0.67 0.46 0.29 0.002
C 1.527 -0.954 2.661 -0.59 0.09 -0.38 0.006
N 1.330 -0.183 1.558 0.51 0.75 0.05 0.012
N 2.348 0.705 1.472 -0.09 -0.47 0.54 0.002
N 3.159 0.527 2.467 -0.26 -0.21 -0.17 0.005
P 0.323 -2.196 3.112 -0.05 -0.02 0.07 0.030
Se -1.069 -2.341 1.481 0.22 -0.08 -0.14 0.198
C 1.232 -3.750 3.199 -0.01 -0.26 0.00 0.008
C 1.963 -4.027 2.042 -0.03 -0.09 -0.01 0.003
C 2.659 -5.218 1.919 -0.02 -0.03 0.03 0.000
C 2.622 -6.151 2.950 -0.01 0.04 -0.04 0.002
C 1.891 -5.883 4.098 0.00 0.04 -0.01 0.000
C 1.196 -4.688 4.226 0.13 -0.04 -0.09 0.002
C -0.491 -1.585 4.604 0.02 0.04 0.13 0.001
C -0.886 -2.351 5.695 -0.13 0.04 -0.02 0.000
C -1.547 -1.759 6.763 0.03 -0.01 -0.05 0.000
C -1.819 -0.400 6.751 0.02 0.03 -0.04 0.000
C -1.445 0.368 5.655 0.00 -0.03 -0.01 0.000
C -0.789 -0.222 4.586 0.01 0.05 0.09 0.000
H 6.494 -0.012 3.942 -0.02 0.06 0.06 0.000
H 8.367 -1.269 2.998 -0.04 -0.01 0.02 0.000
H 8.079 -3.634 2.341 -0.05 0.02 0.01 0.000
H 5.870 -4.732 2.638 0.00 0.03 0.00 0.000
H 4.009 -3.500 3.663 0.05 0.03 0.06 0.000
H 1.957 1.287 5.084 0.02 0.00 -0.01 0.000
H 2.216 3.482 6.155 0.03 -0.02 -0.01 0.000
H 4.410 4.164 7.086 -0.02 -0.04 -0.02 0.000
H 6.328 2.610 6.967 -0.03 -0.02 -0.02 0.000
H 6.072 0.411 5.932 0.05 -0.09 -0.02 0.000
H 1.987 -3.309 1.232 -0.03 -0.03 0.01 0.000
H 3.225 -5.417 1.017 -0.01 0.02 0.03 0.000
H 3.162 -7.086 2.857 -0.02 0.04 0.00 0.000
H 1.868 -6.603 4.908 -0.01 0.05 -0.04 0.000
H 0.671 -4.493 5.142 -0.01 0.01 0.06 0.000
H -0.696 -3.409 5.732 -0.02 -0.07 -0.01 0.000
H -1.843 -2.366 7.610 0.03 0.02 -0.05 0.000
H -2.323 0.061 7.592 0.02 -0.02 -0.05 0.000
H -1.665 1.428 5.630 0.02 -0.03 0.00 0.000
H -0.506 0.390 3.738 0.02 0.01 -0.03 0.000
O -2.620 0.604 1.274 -0.61 0.09 0.16 0.386
N -1.616 0.356 0.805 -0.08 0.07 0.14 0.446
N -2.722 -4.867 -4.913 0.06 0.10 0.08 0.007
C -2.374 -4.071 -4.160 0.10 0.27 0.32 0.002
C -1.930 -3.061 -3.211 -0.10 -0.39 -0.39 0.014
C -0.724 -3.233 -2.534 0.04 -0.07 0.05 -0.005
C -0.272 -2.246 -1.679 -0.20 0.00 -0.21 0.009
C -1.018 -1.078 -1.487 -0.13 0.20 -0.26 -0.018
C -2.235 -0.930 -2.142 -0.02 -0.31 0.04 0.013
C -2.689 -1.919 -3.006 -0.11 0.12 0.02 -0.004
H -0.139 -4.129 -2.689 0.00 0.02 -0.01 -0.001
H 0.672 -2.402 -1.179 0.12 0.01 0.05 0.000
H -2.838 -0.046 -1.993 -0.02 0.01 -0.02 0.001
H -3.632 -1.798 -3.526 0.03 0.00 0.02 -0.001
O 1.531 0.025 -1.182 0.21 -0.20 -0.04 0.134
C 2.577 0.012 -2.172 -0.29 -0.03 0.51 0.008
C 2.128 -0.862 -3.328 0.00 0.10 0.13 0.004
C 1.082 -0.618 -4.168 -0.14 0.03 -0.17 0.002
C 0.884 -1.653 -5.122 0.03 0.05 0.07 0.000
C 1.796 -2.660 -4.983 -0.13 0.04 -0.09 0.002
S 2.879 -2.352 -3.705 0.20 -0.19 0.15 0.000
C 2.819 1.425 -2.643 0.02 -0.02 -0.20 0.004
C 3.162 1.819 -3.903 0.08 0.24 -0.13 0.000
C 3.418 3.221 -3.989 -0.06 -0.17 -0.02 0.001
C 3.251 3.843 -2.789 0.04 0.04 -0.13 0.000
S 2.805 2.751 -1.560 0.01 -0.02 0.29 0.002
C 3.801 -0.528 -1.448 0.14 0.06 -0.17 0.003
C 5.097 -0.157 -1.630 0.24 -0.04 0.06 0.000
C 6.005 -0.871 -0.786 -0.09 0.12 -0.09 0.001
C 5.371 -1.760 0.026 0.07 0.04 -0.09 0.000
S 3.684 -1.741 -0.236 -0.15 -0.10 0.01 0.001
H 0.479 0.281 -4.106 0.01 -0.05 0.02 0.001
H 0.104 -1.649 -5.874 0.07 0.01 0.07 0.000
H 1.889 -3.562 -5.573 -0.01 0.10 0.06 0.000
H 3.228 1.135 -4.738 0.00 0.05 0.04 0.000
H 3.690 3.736 -4.903 -0.02 -0.06 0.09 0.000
H 3.346 4.896 -2.564 -0.02 -0.10 -0.02 0.000
H 5.392 0.614 -2.332 -0.02 -0.08 0.07 0.000
H 7.076 -0.709 -0.775 -0.11 -0.01 0.00 0.000
H 5.800 -2.407 0.782 -0.12 0.14 -0.18 0.000
```
Forces are in eV/Å.


Which of these has the highest strongest force on any atom?
C47H33BrCuF4N4O9P2S


Which of these has the lowest spin multiplicity?
C47H33BrCuF4N4O9P2S


What is the formula in the first record?
C47H33BrCuF4N4O9P2S


What is the formula in the second record?
C47H33MoN5O2P2S6Se2